ORCA calculation (ωB97M-V/def2-TZVPD) on a cluster of 2 separate species, CH2Cl4Si in total in a non-equilibrium geometry.

Geometry as ORCA input:
```
! wB97M-V def2-TZVPD RIJCOSX def2/J DEFGRID3
* xyz 0 1
C -2.271 0.549 0.178
Si -2.388 -1.206 0.313
Cl -3.647 1.492 -0.323
Cl -3.571 -2.395 -0.780
Cl 3.162 -1.922 -0.742
Cl -0.842 -2.051 1.086
H -1.469 1.253 0.438
H 2.224 -1.036 -0.471
*
```

Results
* calculated total energy: -2169.586303 Eh
* max |F|: 3.77 eV Å⁻¹
* orbital gap: 7.63 eV
* molecular weight: 183.9 Da
* SMILES: ClC=[Si](Cl)Cl.Cl

=====

ORCA calculation (ωB97M-V/def2-TZVPD) on a structure of composition C28H30Br4N5O2PtSb in a non-equilibrium geometry.

Geometry as ORCA input:
```
! wB97M-V def2-TZVPD RIJCOSX def2/J DEFGRID3
* xyz 2 1
Pt 0.408 -1.050 -0.681
C 2.378 -2.146 -2.644
N 1.083 -2.544 -2.067
C -0.024 -2.950 -2.953
C -1.304 -2.697 -2.220
N -1.386 -1.867 -1.195
C -2.748 -1.713 -0.916
C -3.426 -0.881 -0.027
C -4.799 -0.975 0.009
C -5.499 -1.867 -0.822
C -4.846 -2.668 -1.732
C -3.459 -2.559 -1.767
N -2.508 -3.167 -2.577
C 3.047 -1.230 -1.667
N 2.388 -0.609 -0.706
C 3.256 0.354 -0.189
C 3.059 1.377 0.736
C 4.132 2.192 1.021
C 5.380 2.010 0.404
C 5.580 1.025 -0.538
C 4.487 0.215 -0.829
N 4.316 -0.805 -1.758
H 2.194 -1.585 -3.563
H 3.008 -3.004 -2.888
H 1.241 -3.288 -1.391
H 0.055 -3.996 -3.259
H 0.001 -2.330 -3.851
H -2.899 -0.152 0.572
H -5.358 -0.339 0.681
H -6.578 -1.908 -0.760
H -5.384 -3.333 -2.392
H -2.692 -3.818 -3.324
H 2.090 1.553 1.183
H 4.012 3.002 1.728
H 6.197 2.670 0.662
H 6.533 0.900 -1.034
H 5.010 -1.140 -2.406
Br -2.847 6.201 -2.560
C -1.695 4.764 -2.287
C -0.255 4.938 -2.628
Br 0.304 6.592 -3.275
C 0.644 3.943 -2.475
Br 2.464 4.100 -2.862
C 0.217 2.642 -1.965
O 0.952 1.700 -1.805
C -1.282 2.471 -1.574
O -1.627 1.418 -1.110
C -2.177 3.609 -1.785
Br -3.961 3.332 -1.310
C 1.835 -1.990 3.403
C 1.561 -0.540 3.018
Sb -0.131 -0.329 1.725
C -0.902 1.630 2.084
C -0.796 2.113 3.526
C -1.471 -1.745 2.599
C -2.280 -1.193 3.768
H 2.728 -2.043 4.026
H 2.009 -2.617 2.525
H 1.018 -2.428 3.974
H 2.418 -0.111 2.506
H 1.367 0.076 3.897
H -1.931 1.631 1.722
H -0.346 2.280 1.405
H -1.377 1.496 4.209
H -1.175 3.133 3.601
H 0.236 2.124 3.877
H -0.841 -2.579 2.908
H -2.118 -2.117 1.808
H -1.638 -0.832 4.573
H -2.917 -1.974 4.184
H -2.928 -0.370 3.460
*
```

Results
* calculated total energy: -12164.385959 Eh
* max |F|: 1.13 eV Å⁻¹
* orbital gap: 6.84 eV
* molecular weight: 1105.0 Da

=====

ORCA calculation (ωB97M-V/def2-TZVPD) on a structure of composition C6H2InO4 in a non-equilibrium geometry.

Geometry as ORCA input:
```
! wB97M-V def2-TZVPD RIJCOSX def2/J DEFGRID3
* xyz 1 1
In 3.577 2.624 0.149
C -0.293 -0.043 -1.452
C -1.438 -0.585 -0.870
C -1.454 -0.687 0.695
O -2.511 -1.204 1.331
C -0.376 -0.363 1.472
C 0.872 0.103 0.856
C 0.895 0.237 -0.727
O 1.931 0.726 -1.257
O 1.873 0.567 1.457
O -2.406 -0.828 -1.661
H -0.220 -0.006 -2.529
H -0.450 -0.540 2.535
*
```

Results
* calculated total energy: -720.489458 Eh
* max |F|: 7.76 eV Å⁻¹
* orbital gap: 4.75 eV
* molecular weight: 252.9 Da

=====

ORCA calculation (ωB97M-V/def2-TZVPD) on a cluster of 4 separate species, C3H13NO3 in total in a non-equilibrium geometry.

Geometry as ORCA input:
```
! wB97M-V def2-TZVPD RIJCOSX def2/J DEFGRID3
* xyz 0 1
N -1.452 -0.816 -0.697
C -2.039 0.199 0.113
C -1.497 2.584 0.943
C -1.320 1.655 -0.025
H -1.838 -0.866 -1.649
H -0.472 -0.496 -0.756
H -2.204 -0.095 1.133
H -3.154 0.246 -0.285
H -1.024 3.535 0.808
H -2.069 2.610 1.884
H -0.542 1.665 -0.692
H 2.859 -0.730 0.042
H 3.641 -1.761 -0.645
O 3.647 -0.799 -0.630
H 0.940 -2.025 -0.384
H 1.062 -3.242 0.587
O 1.602 -2.684 -0.045
H 0.519 0.554 -0.002
H 1.995 0.189 -0.192
O 1.346 0.278 0.492
*
```

Results
* calculated total energy: -402.471451 Eh
* max |F|: 6.36 eV Å⁻¹
* orbital gap: 10.48 eV
* molecular weight: 111.1 Da
* SMILES: C=CCN.O.O.O

=====

ORCA calculation (ωB97M-V/def2-TZVPD) on the molecule C2H5N3O2 in a non-equilibrium geometry.

Geometry as ORCA input:
```
! wB97M-V def2-TZVPD RIJCOSX def2/J DEFGRID3
* xyz 0 1
C 0.107 -0.349 -1.034
C -0.610 1.698 0.063
H 0.814 0.156 1.818
H -1.064 -0.423 1.581
H 0.554 -2.128 -0.081
H 1.555 -1.249 -2.000
H -1.734 2.034 0.434
N 0.068 -0.654 1.578
N 0.084 -0.981 0.175
N 0.596 -0.689 -2.148
O -0.769 0.661 -0.999
O 0.399 1.924 0.614
*
```

Results
* calculated total energy: -393.801923 Eh
* max |F|: 8.29 eV Å⁻¹
* orbital gap: 10.01 eV
* molecular weight: 103.1 Da
* SMILES: [H]/N=C(\NN)OC=O

=====

ORCA calculation (ωB97M-V/def2-TZVPD) on a cluster of 17 separate species, C50H145N11O17 in total in a non-equilibrium geometry.

Geometry as ORCA input:
```
! wB97M-V def2-TZVPD RIJCOSX def2/J DEFGRID3
* xyz 0 1
C 6.751 6.981 -5.411
C 7.486 5.840 -4.743
C 6.728 5.223 -3.526
O 6.931 6.063 -2.418
C 6.176 5.711 -1.234
N 7.568 4.814 -5.783
H 7.349 7.414 -6.213
H 6.565 7.750 -4.661
H 5.792 6.701 -5.847
H 8.448 6.154 -4.337
H 7.170 4.259 -3.273
H 5.700 5.062 -3.852
H 5.112 5.879 -1.399
H 6.445 6.236 -0.317
H 6.274 4.651 -0.998
H 7.976 5.275 -6.584
H 6.639 4.617 -6.126
C -8.490 -3.165 3.469
C -7.199 -3.474 4.243
C -6.210 -4.337 3.460
O -6.825 -5.565 2.987
C -5.788 -6.408 2.439
N -6.573 -2.166 4.547
H -8.266 -2.685 2.516
H -9.039 -2.469 4.102
H -9.148 -4.022 3.326
H -7.456 -3.943 5.193
H -5.317 -4.533 4.055
H -5.801 -3.703 2.674
H -5.046 -6.774 3.149
H -5.171 -5.869 1.721
H -6.315 -7.231 1.956
H -5.937 -2.187 5.330
H -7.343 -1.582 4.842
C -7.895 6.218 3.634
C -8.001 4.811 4.270
C -9.218 4.735 5.216
O -9.351 3.441 5.687
C -10.502 3.244 6.486
N -8.066 3.791 3.289
H -6.963 6.286 3.073
H -7.806 6.988 4.400
H -8.742 6.389 2.969
H -7.086 4.470 4.754
H -10.178 5.030 4.793
H -9.027 5.301 6.128
H -10.751 4.041 7.187
H -10.324 2.346 7.077
H -11.377 3.124 5.848
H -7.908 2.925 3.785
H -7.264 4.039 2.728
C -3.498 6.029 -13.331
C -4.205 4.971 -12.485
C -5.615 5.295 -12.096
O -6.397 4.415 -11.308
C -5.905 4.275 -9.959
N -4.207 3.722 -13.237
H -2.413 5.938 -13.385
H -3.578 6.992 -12.827
H -3.990 6.146 -14.297
H -3.616 4.751 -11.596
H -6.228 5.509 -12.972
H -5.551 6.242 -11.560
H -4.860 3.982 -9.854
H -6.491 3.462 -9.531
H -6.086 5.122 -9.296
H -4.558 3.006 -12.617
H -4.958 3.651 -13.908
C 1.721 8.818 4.487
C 0.987 9.773 3.497
C -0.375 9.281 2.943
O -0.440 8.181 2.045
C -0.048 8.482 0.653
N 0.690 10.994 4.196
H 1.974 7.855 4.041
H 1.118 8.585 5.365
H 2.599 9.340 4.864
H 1.616 10.043 2.649
H -0.943 10.121 2.542
H -0.824 8.865 3.845
H 1.028 8.561 0.500
H -0.446 9.398 0.216
H -0.419 7.618 0.101
H 0.120 10.933 5.027
H 1.540 11.347 4.611
C 3.721 -12.355 -4.946
C 3.668 -10.990 -4.327
C 3.541 -11.068 -2.784
O 3.520 -9.766 -2.208
C 3.055 -9.745 -0.891
N 4.932 -10.374 -4.750
H 4.333 -13.014 -4.330
H 4.086 -12.378 -5.973
H 2.716 -12.777 -4.964
H 2.837 -10.465 -4.798
H 4.281 -11.681 -2.269
H 2.608 -11.592 -2.575
H 2.985 -8.698 -0.597
H 3.685 -10.344 -0.232
H 2.000 -9.994 -0.783
H 5.066 -9.411 -4.475
H 5.737 -10.864 -4.386
C -8.012 -1.718 -12.694
C -7.666 -2.381 -11.355
C -6.176 -2.588 -11.146
O -5.421 -1.345 -11.062
C -4.044 -1.553 -10.704
N -8.092 -1.588 -10.268
H -9.093 -1.682 -12.832
H -7.570 -2.225 -13.552
H -7.726 -0.666 -12.669
H -8.237 -3.306 -11.272
H -5.832 -3.364 -11.829
H -6.153 -3.091 -10.179
H -3.910 -1.836 -9.660
H -3.486 -0.642 -10.920
H -3.648 -2.342 -11.343
H -8.749 -0.901 -10.611
H -7.271 -1.018 -10.125
C 0.251 1.535 11.041
C -0.667 2.678 10.519
C -1.142 2.521 9.064
O -0.121 2.888 8.142
C -0.540 2.757 6.731
N -1.870 2.637 11.318
H 0.540 1.576 12.091
H 1.119 1.254 10.444
H -0.336 0.621 10.956
H -0.219 3.655 10.700
H -2.091 3.034 8.908
H -1.389 1.480 8.856
H -1.373 3.430 6.529
H -0.899 1.737 6.593
H 0.214 2.877 5.952
H -2.167 3.600 11.386
H -1.702 2.351 12.272
C 7.443 -6.441 8.412
C 7.752 -4.916 8.275
C 8.110 -4.303 6.897
O 9.375 -4.806 6.348
C 10.565 -4.272 6.956
N 6.564 -4.172 8.738
H 8.311 -7.099 8.413
H 6.725 -6.798 7.674
H 7.011 -6.622 9.397
H 8.532 -4.708 9.008
H 8.159 -3.218 6.986
H 7.365 -4.443 6.114
H 10.789 -3.252 6.646
H 11.486 -4.789 6.686
H 10.444 -4.391 8.033
H 6.423 -4.338 9.724
H 6.714 -3.175 8.666
C 6.480 4.819 9.169
C 7.164 4.120 7.982
C 8.742 4.087 8.309
O 9.397 3.731 7.123
C 10.793 3.684 7.272
N 6.571 2.775 7.904
H 5.403 4.776 9.006
H 6.733 5.879 9.160
H 6.757 4.309 10.091
H 7.028 4.657 7.043
H 9.043 3.278 8.975
H 9.072 5.097 8.550
H 11.241 4.563 7.735
H 11.355 3.560 6.346
H 11.102 2.835 7.882
H 5.584 2.985 7.947
H 6.886 2.518 6.980
C -1.572 0.540 -1.456
C -1.203 -0.948 -1.557
C -0.335 -1.358 -0.335
O 0.925 -0.705 -0.407
C 1.770 -0.976 0.702
N -2.349 -1.851 -1.690
H -0.587 1.001 -1.519
H -1.962 0.843 -0.484
H -2.146 0.957 -2.284
H -0.634 -1.213 -2.448
H -0.075 -2.416 -0.382
H -0.817 -1.231 0.634
H 2.632 -0.312 0.632
H 2.239 -1.959 0.730
H 1.381 -0.890 1.717
H -3.061 -1.532 -2.331
H -2.787 -1.741 -0.787
C 0.225 -3.935 6.924
O 1.244 -4.932 6.659
H 0.595 -3.146 7.578
H -0.139 -3.558 5.968
H -0.600 -4.398 7.466
H 1.864 -4.821 7.383
C -9.068 -2.927 -3.609
O -8.399 -1.898 -4.346
H -9.754 -3.500 -4.232
H -8.429 -3.780 -3.381
H -9.645 -2.582 -2.751
H -8.606 -1.995 -5.278
C 2.365 1.692 -8.073
O 2.369 2.713 -8.998
H 3.152 1.806 -7.328
H 1.378 1.705 -7.612
H 2.468 0.750 -8.613
H 2.130 2.386 -9.869
C 8.433 -6.506 0.060
O 8.133 -7.329 -1.017
H 7.742 -5.663 0.034
H 8.208 -6.888 1.056
H 9.465 -6.160 0.008
H 7.203 -7.562 -1.072
C 3.502 -3.883 -4.500
O 4.201 -2.776 -3.941
H 2.708 -3.474 -5.125
H 4.156 -4.411 -5.194
H 3.013 -4.550 -3.790
H 3.626 -2.335 -3.310
C -3.654 -8.251 -5.686
O -4.000 -9.195 -6.713
H -3.749 -7.221 -6.030
H -4.223 -8.342 -4.761
H -2.616 -8.510 -5.476
H -3.597 -8.924 -7.541
*
```

Results
* calculated total energy: -3872.833075 Eh
* max |F|: 2.85 eV Å⁻¹
* orbital gap: 9.22 eV
* molecular weight: 1172.8 Da

=====

Among the records above, which one has the highest max |F|?
C2H5N3O2

=====

Number 5 is which compound?
C2H5N3O2